{"formula": "C26H51N7O5SSr", "method": "ωB97M-V/def2-TZVPD", "homo_ev": -8.08, "species": ["Sr", "C", "C", "C", "C", "C", "C", "N", "C", "C", "N", "C", "C", "O", "O", "C", "C", "C", "C", "C", "C", "N", "C", "C", "N", "C", "C", "O", "O", "H", "H", "H", "H", "H", "H", "H", "H", "H", "H", "H", "H", "H", "H", "H", "H", "H", "H", "H", "H", "H", "H", "H", "H", "H", "H", "H", "H", "H", "H", "H", "H", "H", "H", "H", "H", "H", "H", "H", "C", "N", "C", "C", "O", "N", "C", "C", "H", "H", "H", "H", "H", "H", "H", "H", "H", "H", "H", "H", "S", "C", "N"], "xyz": [[-2.09760, -1.52447, -0.95883], [0.90926, 2.78928, -3.60124], [0.24927, 1.48162, -3.15595], [1.04737, 0.21501, -3.48577], [2.36028, -0.23771, -2.81288], [3.41127, 0.84566, -2.60549], [2.93194, -1.32770, -3.72738], [2.01951, -0.85893, -1.46571], [3.12943, -1.56765, -0.77297], [2.62202, -2.61195, 0.22433], [1.68037, -2.12938, 1.21649], [0.56095, -3.03516, 1.48195], [-0.77841, -2.28536, 1.57618], [-0.79433, -1.13926, 2.06035], [-1.77784, -2.86956, 1.04946], [2.24549, -1.58005, 2.46246], [3.18403, -2.55898, 3.17900], [2.95742, -0.23422, 2.28392], [2.09375, 1.01474, 2.02310], [1.34169, 1.35287, 3.32006], [3.03545, 2.15871, 1.65163], [1.15808, 0.75753, 0.90424], [0.24816, 1.87172, 0.59142], [0.42340, 2.34890, -0.84110], [-0.31378, 1.49875, -1.78288], [-1.70887, 1.95364, -1.82893], [-2.72911, 0.94260, -2.39313], [-3.92135, 1.21201, -2.26110], [-2.23151, -0.11564, -2.91198], [1.14367, 2.73010, -4.66567], [1.83111, 3.02825, -3.07510], [0.22390, 3.62829, -3.46675], [-0.61928, 1.35717, -3.80316], [1.28508, 0.29397, -4.55072], [0.34542, -0.61879, -3.40652], [3.56575, 1.38052, -3.54230], [4.36755, 0.40840, -2.31327], [3.12143, 1.56823, -1.84415], [3.07256, -0.89628, -4.71772], [2.25001, -2.17378, -3.82517], [3.90511, -1.69321, -3.40369], [1.24694, -1.53536, -1.63929], [1.64450, -0.15081, -0.78453], [3.75679, -0.80871, -0.31913], [3.72302, -2.09423, -1.51468], [3.51170, -3.08780, 0.65996], [2.12654, -3.38645, -0.36339], [0.69447, -3.60880, 2.41044], [0.46458, -3.75847, 0.67523], [1.37761, -1.41656, 3.10185], [4.16444, -2.61187, 2.70000], [2.76325, -3.56558, 3.20353], [3.34517, -2.23806, 4.20895], [3.72310, -0.32240, 1.51296], [3.51163, -0.03927, 3.20666], [2.04368, 1.48993, 4.14524], [0.64276, 0.55502, 3.57633], [0.76857, 2.27581, 3.22648], [3.78164, 2.30553, 2.43500], [2.50249, 3.10237, 1.52267], [3.56027, 1.93135, 0.71967], [0.58553, -0.02943, 1.21088], [0.39512, 2.71392, 1.27091], [-0.78085, 1.53460, 0.73124], [1.48701, 2.31384, -1.06795], [0.11572, 3.40152, -0.93984], [-1.80155, 2.89118, -2.39957], [-2.04989, 2.17228, -0.81912], [-4.97350, -1.43602, -0.20557], [-4.99804, -0.56652, 0.93867], [-5.79301, -1.04044, 2.06075], [-3.99993, 0.34698, 1.09136], [-2.95112, 0.28799, 0.44044], [-4.19811, 1.33219, 2.00849], [-5.49421, 1.94841, 2.23064], [-3.03940, 2.10831, 2.41106], [-5.99570, -1.71952, -0.46057], [-4.44584, -2.38028, -0.00333], [-4.58227, -0.91106, -1.07864], [-5.59912, -2.10414, 2.21945], [-6.86169, -0.90263, 1.88211], [-5.51152, -0.51253, 2.96651], [-6.24526, 1.48588, 1.59617], [-5.43912, 3.00728, 1.96762], [-5.80621, 1.86749, 3.27469], [-2.18254, 1.44802, 2.52291], [-3.25640, 2.57497, 3.37186], [-2.79899, 2.89102, 1.68403], [0.90273, -4.80829, -3.62568], [0.30538, -3.60979, -2.71751], [-0.08899, -2.72074, -2.05099]], "forces_ev_per_angstrom": [[0.7, -0.1, -0.2], [0.0, 0.0, 0.0], [0.0, -0.1, 0.1], [0.0, 0.0, 0.0], [0.0, 0.0, 0.0], [0.0, 0.0, 0.0], [0.0, 0.0, 0.0], [-0.1, 0.0, 0.0], [0.0, 0.0, 0.0], [0.0, 0.0, 0.0], [-0.1, 0.0, 0.0], [0.0, 0.0, 0.0], [0.0, 0.0, -0.2], [0.0, 0.0, 0.0], [0.0, -0.1, 0.1], [0.1, 0.0, 0.0], [0.0, 0.0, 0.0], [-0.1, 0.0, 0.0], [0.0, 0.0, 0.0], [0.0, 0.0, 0.0], [0.0, 0.0, 0.0], [0.0, 0.0, 0.0], [0.0, 0.0, 0.0], [-0.1, 0.0, 0.0], [0.0, 0.0, -0.1], [-0.1, 0.1, 0.0], [0.4, 0.3, -0.3], [-0.1, 0.0, 0.0], [-0.3, -0.2, 0.3], [0.0, 0.0, 0.0], [0.0, 0.0, 0.0], [0.0, 0.0, 0.0], [0.0, 0.0, 0.0], [0.0, 0.0, 0.0], [0.0, 0.0, 0.0], [0.0, 0.0, 0.0], [0.0, 0.0, 0.0], [0.0, 0.0, 0.0], [0.0, 0.0, 0.0], [0.0, 0.0, 0.0], [0.0, 0.0, 0.0], [0.0, 0.0, 0.0], [0.1, 0.0, 0.0], [0.0, 0.0, 0.1], [0.0, 0.0, 0.0], [0.0, 0.0, 0.0], [0.0, 0.0, 0.0], [0.0, 0.0, 0.0], [0.0, 0.0, 0.0], [0.0, 0.0, 0.0], [0.0, 0.0, 0.0], [0.0, 0.0, 0.0], [0.0, 0.0, 0.0], [0.0, 0.0, 0.0], [0.0, 0.0, 0.0], [0.0, 0.0, 0.0], [0.0, 0.0, 0.0], [0.0, 0.0, 0.0], [0.0, 0.0, 0.0], [0.0, 0.0, 0.0], [0.0, 0.0, 0.0], [0.0, 0.0, 0.0], [0.0, 0.0, 0.0], [0.0, 0.0, 0.0], [0.0, 0.0, 0.0], [0.0, 0.0, 0.0], [0.0, 0.0, 0.0], [0.0, 0.0, 0.0], [-0.3, -0.2, -0.2], [-0.3, 0.0, 0.1], [0.0, 0.0, 0.0], [0.1, 0.3, 0.2], [0.0, -0.1, 0.0], [0.0, -0.1, 0.1], [0.0, 0.0, 0.0], [0.0, 0.0, 0.0], [0.0, 0.0, 0.0], [0.1, 0.0, 0.1], [-0.1, 0.2, 0.0], [0.0, 0.0, 0.0], [0.0, 0.0, 0.0], [0.0, 0.0, 0.0], [0.0, 0.0, 0.0], [0.0, 0.0, 0.0], [0.0, 0.0, 0.0], [0.0, 0.0, 0.0], [0.0, 0.0, 0.0], [0.0, 0.0, 0.0], [0.0, 0.1, 0.1], [0.1, -0.2, -0.1], [-0.2, 0.0, 0.2]]}

---

{"formula": "C34H39N8S4SiTi", "method": "ωB97M-V/def2-TZVPD", "homo_ev": [-9.16, -8.36], "total_charge": 1, "species": ["Ti", "N", "C", "N", "C", "N", "N", "C", "C", "C", "C", "C", "C", "N", "C", "C", "C", "C", "C", "C", "H", "H", "H", "H", "H", "H", "H", "H", "H", "H", "H", "C", "C", "S", "C", "C", "S", "C", "C", "S", "H", "H", "H", "H", "H", "H", "H", "H", "H", "H", "H", "H", "C", "Si", "C", "C", "C", "C", "C", "C", "N", "C", "S", "H", "H", "H", "H", "H", "H", "H", "H", "H", "H", "H", "H", "N", "C", "C", "C", "C", "N", "C", "C", "H", "H", "H", "H"], "xyz": [[1.12610, 1.14307, -0.29560], [-3.03873, 1.50299, 0.96057], [-1.92367, 1.13743, 0.34462], [-0.72789, 1.36824, 0.81037], [-0.59356, 2.07488, 2.01782], [0.55215, 2.57511, 2.31270], [1.44136, 2.37414, 1.28552], [2.65130, 2.93373, 1.40351], [3.44293, 2.88409, 0.24317], [4.74039, 3.43582, 0.14088], [5.39011, 3.40680, -1.05986], [4.75027, 2.83530, -2.17955], [3.49941, 2.30115, -2.02118], [2.84939, 2.28911, -0.83913], [-1.78404, 2.33090, 2.82031], [-1.73434, 2.87448, 4.10451], [-2.90415, 3.12743, 4.79192], [-4.13899, 2.85602, 4.20154], [-4.20648, 2.32614, 2.92799], [-3.02461, 2.05905, 2.24890], [-3.92226, 1.24799, 0.54902], [-2.02216, 0.63231, -0.60718], [2.94441, 3.44693, 2.30997], [5.18940, 3.88358, 1.01763], [6.38092, 3.83006, -1.15845], [5.22300, 2.82487, -3.15082], [2.95601, 1.86479, -2.85176], [-0.76719, 3.09576, 4.53520], [-2.86593, 3.54770, 5.78770], [-5.05248, 3.06403, 4.74209], [-5.16147, 2.10960, 2.46604], [-4.47394, -2.74897, 2.06079], [-4.12895, -2.84002, 0.57796], [-2.43005, -2.43884, 0.11009], [-1.47499, -3.60374, 1.10811], [-1.12170, -3.23101, 2.56132], [-0.80081, -1.46804, 2.83619], [-1.77105, -1.11652, 4.31730], [-3.25993, -1.48053, 4.29285], [-4.16468, -1.10631, 2.77022], [-3.91026, -3.48676, 2.62924], [-5.52881, -2.99692, 2.18423], [-4.73737, -2.13580, 0.00597], [-4.38343, -3.83735, 0.21336], [-0.55848, -3.77065, 0.54150], [-2.00025, -4.56152, 1.10450], [-0.23494, -3.79762, 2.84664], [-1.91223, -3.53573, 3.24367], [-1.65211, -0.03937, 4.44935], [-1.31487, -1.59334, 5.18680], [-3.74698, -0.92992, 5.09865], [-3.41241, -2.53525, 4.51924], [-0.42563, 1.98863, -5.73833], [-0.26775, 0.13407, -5.65957], [1.12301, -0.42847, -6.78019], [-1.87967, -0.66277, -6.17639], [0.13391, -0.57916, -3.93764], [0.32880, -1.95400, -3.88362], [0.62584, -2.62733, -2.69655], [0.73092, -1.87688, -1.55454], [0.52320, -0.55268, -1.55923], [0.22786, 0.10282, -2.70754], [0.02054, 1.81552, -2.44105], [-0.61721, 2.26185, -6.78032], [0.48045, 2.50060, -5.41417], [-1.25233, 2.35996, -5.13286], [0.99784, -0.00590, -7.77983], [1.15665, -1.51495, -6.88588], [2.09252, -0.09876, -6.39989], [-2.15051, -0.35583, -7.18931], [-2.69193, -0.36458, -5.50978], [-1.82153, -1.75323, -6.16516], [0.25407, -2.53697, -4.79639], [0.77416, -3.69733, -2.67467], [0.98079, -2.31457, -0.59483], [6.59541, -2.74177, 3.12027], [5.73475, -2.21256, 2.57609], [4.65739, -1.55065, 1.89378], [4.73666, -1.30762, 0.52609], [3.68506, -0.65900, -0.08675], [2.60142, -0.24796, 0.58202], [2.51821, -0.51110, 1.88886], [3.52385, -1.15240, 2.58843], [5.60171, -1.61254, -0.04466], [3.71285, -0.44547, -1.14806], [1.61774, -0.19355, 2.39713], [3.42003, -1.33472, 3.64811]], "forces_ev_per_angstrom": [[0.0, 0.6, -0.5], [0.0, 0.0, 0.0], [-0.1, -0.1, 0.0], [0.2, 0.1, -0.1], [0.0, 0.2, -0.2], [0.1, 0.0, 0.1], [0.0, -0.4, -0.4], [0.2, 0.1, 0.0], [-0.2, 0.1, 0.5], [0.2, 0.1, -0.2], [0.0, 0.1, 0.3], [-0.3, -0.1, -0.1], [0.3, 0.0, -0.3], [-0.7, -0.5, 0.5], [0.0, -0.2, 0.1], [0.0, 0.0, 0.0], [0.0, 0.0, 0.0], [0.0, 0.0, 0.0], [0.0, 0.0, 0.0], [0.1, 0.0, -0.1], [0.0, 0.0, 0.0], [0.0, 0.0, 0.0], [0.0, 0.0, 0.0], [0.0, 0.0, 0.0], [0.0, 0.0, 0.0], [0.0, 0.0, 0.0], [0.0, 0.0, 0.0], [0.0, 0.0, 0.0], [0.0, 0.0, 0.0], [0.0, 0.0, 0.0], [0.0, 0.0, 0.0], [0.1, -0.1, 0.0], [0.0, 0.0, 0.0], [0.0, 0.0, 0.0], [0.0, 0.0, 0.0], [0.0, 0.0, 0.0], [0.0, 0.0, 0.0], [0.0, 0.0, 0.1], [0.0, 0.0, 0.0], [-0.2, 0.0, 0.0], [0.0, 0.0, 0.0], [0.0, 0.0, 0.0], [0.0, 0.0, 0.0], [0.0, 0.0, 0.0], [0.0, 0.1, 0.0], [0.0, 0.0, 0.0], [0.0, 0.0, 0.0], [0.0, 0.1, 0.0], [0.0, 0.0, 0.0], [0.0, 0.0, 0.0], [0.0, 0.0, 0.0], [0.0, 0.0, 0.0], [0.0, 0.0, 0.0], [0.0, 0.0, 0.0], [0.0, 0.0, 0.0], [0.0, 0.0, 0.0], [0.0, 0.0, 0.0], [0.0, 0.0, 0.0], [0.0, 0.0, 0.0], [0.0, 0.0, 0.0], [0.1, 0.2, 0.1], [-0.1, -0.2, 0.0], [0.2, 0.0, 0.3], [0.0, 0.0, 0.0], [0.0, 0.0, 0.0], [0.0, 0.0, 0.0], [0.0, 0.0, 0.0], [0.0, 0.0, 0.0], [0.0, 0.0, 0.0], [0.0, 0.0, 0.0], [0.0, 0.0, 0.0], [0.0, 0.0, 0.0], [0.0, 0.0, 0.0], [0.0, 0.0, 0.0], [0.0, 0.0, 0.0], [0.0, 0.0, 0.0], [0.0, 0.0, 0.0], [0.0, 0.0, 0.0], [0.0, 0.0, -0.1], [0.1, 0.0, 0.0], [-0.1, 0.2, 0.0], [0.1, 0.1, 0.2], [-0.1, -0.1, 0.0], [0.0, 0.0, 0.0], [0.0, 0.0, 0.0], [0.0, 0.1, 0.0], [0.0, 0.0, 0.0]]}

---

{"formula": "C14H42O11PRb3", "method": "ωB97M-V/def2-TZVPD", "homo_ev": -8.16, "species": ["Rb", "Rb", "Rb", "P", "O", "O", "O", "O", "C", "C", "O", "H", "H", "H", "H", "H", "H", "C", "C", "O", "H", "H", "H", "H", "H", "H", "C", "C", "O", "H", "H", "H", "H", "H", "H", "C", "C", "O", "H", "H", "H", "H", "H", "H", "C", "C", "O", "H", "H", "H", "H", "H", "H", "C", "C", "O", "H", "H", "H", "H", "H", "H", "C", "C", "O", "H", "H", "H", "H", "H", "H"], "xyz": [[4.06791, -2.10306, 0.13038], [1.88039, -1.05905, 3.46206], [1.84117, -0.08115, -3.30272], [1.28895, -0.20242, -0.04581], [0.14573, 0.01636, -1.11347], [2.67493, 0.29689, -0.61064], [1.41026, -1.72506, 0.32090], [0.95107, 0.52199, 1.24802], [0.47276, 4.75038, 3.02130], [0.42134, 3.36858, 2.38111], [1.20960, 2.37457, 3.02063], [-0.48948, 5.18993, 2.73973], [1.17318, 5.42929, 2.52932], [0.64793, 4.73935, 4.09269], [0.70216, 3.41862, 1.32176], [-0.61955, 3.02557, 2.30410], [1.00476, 1.58626, 2.46047], [3.38742, 5.20917, -1.48796], [2.60685, 3.94813, -1.14380], [3.56827, 2.88816, -0.99762], [4.09500, 5.50581, -0.71650], [2.69915, 6.03057, -1.70855], [3.90488, 5.06395, -2.43777], [1.98999, 3.73551, -2.02085], [2.03106, 3.89505, -0.21895], [3.13557, 2.03208, -0.79210], [1.46207, -5.94989, 3.19247], [1.96926, -4.60857, 2.75272], [2.60446, -4.01902, 3.87264], [0.95699, -5.93726, 4.15223], [2.33106, -6.61758, 3.24248], [0.91215, -6.47786, 2.40953], [1.25830, -3.91348, 2.29491], [2.67658, -4.72098, 1.91248], [3.21110, -3.34688, 3.56545], [-0.41847, -4.58851, -0.57416], [-0.29586, -3.55151, -1.72617], [1.05509, -3.10399, -1.86019], [-0.40261, -4.01572, 0.34708], [0.36042, -5.34733, -0.66254], [-1.33539, -5.14697, -0.79023], [-0.86014, -2.66296, -1.41500], [-0.77766, -3.88260, -2.64634], [1.16434, -2.59481, -1.00750], [-1.49586, 3.50247, -1.01805], [-1.31430, 3.08587, -2.47673], [-0.06405, 2.42734, -2.63256], [-2.36987, 4.15350, -0.90813], [-0.68984, 4.16740, -0.68915], [-1.48865, 2.62671, -0.37108], [-1.31996, 3.94707, -3.14326], [-2.15285, 2.42557, -2.71746], [-0.19163, 1.55095, -2.22336], [-3.76301, -0.87776, -3.66319], [-2.75471, -0.73047, -2.54867], [-1.46585, -0.41246, -3.04850], [-4.69363, -1.22569, -3.19017], [-3.50361, -1.74541, -4.27166], [-4.05830, 0.02113, -4.19476], [-2.63381, -1.64421, -1.95366], [-3.09644, -0.01449, -1.78907], [-0.85866, -0.26914, -2.26815], [-3.59561, -1.34334, 1.58811], [-2.37018, -0.45665, 1.37260], [-1.25370, -1.10734, 2.01861], [-3.94533, -1.36917, 2.62221], [-3.45956, -2.34226, 1.18280], [-4.44592, -0.84209, 1.10065], [-2.55350, 0.48232, 1.90384], [-2.08169, -0.44979, 0.32066], [-0.45244, -0.92957, 1.50259]], "forces_ev_per_angstrom": [[-0.2, 0.3, -0.4], [-0.9, 0.7, -0.5], [-0.3, 0.1, 0.0], [-0.3, 1.1, -0.9], [1.4, -0.3, 1.0], [-0.7, -1.1, 0.0], [0.3, -0.2, 0.2], [-0.1, -0.3, 0.5], [-0.3, 0.1, -1.0], [-0.1, -0.3, -0.5], [-0.4, 0.2, 0.3], [-0.1, 0.2, 0.6], [0.5, -0.3, 0.2], [-0.2, 0.0, 0.1], [0.2, 0.2, 0.1], [-0.1, 0.0, 0.5], [0.5, 0.2, -0.2], [-0.6, 0.2, 0.1], [1.1, -1.1, -0.5], [0.3, 0.1, -0.3], [0.0, 0.0, 0.0], [0.0, 0.1, 0.4], [0.2, -0.3, 0.2], [-0.5, -0.1, 0.3], [-0.3, 0.9, -0.2], [-0.1, 0.1, 0.0], [0.7, -1.0, -0.8], [0.0, 0.3, -1.3], [0.3, 0.5, 0.6], [-0.2, 0.1, -0.1], [0.1, 0.2, 0.6], [-0.6, 0.5, 0.1], [-0.6, -0.2, 0.4], [0.2, -0.3, 0.3], [0.4, -0.2, 0.0], [-0.3, 0.2, -1.8], [0.0, 0.4, 1.2], [-0.2, -0.3, -0.4], [-0.1, -0.5, 0.3], [0.3, 0.2, 0.2], [-0.2, 0.2, 0.8], [-0.2, -0.2, -0.1], [0.7, -0.2, -0.3], [0.3, 0.1, -0.1], [0.3, 1.0, -0.2], [0.1, 0.0, 0.8], [-0.3, -0.4, -0.4], [-0.4, -0.6, 0.1], [0.3, -0.3, -0.2], [-0.3, 0.0, 0.1], [0.0, 0.0, 0.0], [0.1, -0.1, -0.4], [0.3, 0.2, 0.4], [-0.8, -1.2, 1.0], [0.7, 0.1, 0.4], [-0.1, 0.4, -0.2], [0.0, 0.2, 0.1], [0.3, 0.5, -0.6], [0.6, 0.1, -0.3], [-0.5, -0.4, -0.3], [0.0, 0.4, -0.3], [-0.4, -0.4, -0.1], [-0.6, 1.0, -0.3], [0.5, -1.7, 1.1], [-0.1, -0.3, 0.4], [0.6, -0.3, 0.2], [0.0, -0.1, 0.0], [0.1, -0.3, -0.3], [0.2, 0.3, -0.8], [-0.5, 0.9, 0.0], [-0.2, 0.4, 0.0]]}

---

Calculated energy relative to the best compared isomer or geometry (same formula, charge and spin) (kJ/mol), listed in the same order as above: 0.0 0.0 0.0
Calculated energy (eV), listed in the same order as above: -60134.096 -122144.254 -48980.872